Model one:
{"formula": "C3H6N4O", "method": "wB97M-V/def2-TZVPD", "e_homo_ev": -9.1, "gap_ev": 8.720, "e_lumo_ev": -0.346, "smiles": "[H]/N=C/NO/C=N\\N=C", "elements": ["H", "N", "C", "N", "O", "C", "N", "N", "C", "H", "H", "H", "H", "H"], "coordinates": [[-3.117, 1.156, -0.887], [-2.062, 1.314, -0.362], [-1.777, 0.063, 0.007], [-1.039, -0.557, 0.962], [-0.504, -1.681, 0.515], [0.630, -1.642, -0.338], [1.690, -0.776, -0.486], [1.255, 0.270, 0.394], [2.007, 1.479, 0.308], [-2.299, -0.705, -0.801], [-0.156, -0.115, 1.288], [0.867, -2.575, -1.020], [2.654, 1.564, -0.676], [1.851, 2.206, 1.097]], "mulliken_charge": [0.28, -0.61, 0.08, -0.21, -0.26, 0.05, -0.46, -0.17, -0.34, 0.21, 0.55, 0.34, 0.27, 0.28]}



Model two:
{"formula": "C3H6N4O", "method": "wB97M-V/def2-TZVPD", "e_homo_ev": -9.1, "gap_ev": 9.117, "e_lumo_ev": 0.060, "elements": ["C", "C", "C", "H", "H", "H", "H", "H", "H", "N", "N", "N", "N", "O"], "coordinates": [[1.212, 0.166, 0.193], [-0.578, 1.813, 0.143], [-1.688, -1.260, 0.030], [1.417, -1.482, -0.650], [1.655, 0.112, -1.743], [0.693, -0.175, 2.056], [-0.427, 2.972, 0.277], [-1.226, -2.275, -0.348], [-2.707, -0.937, 0.338], [2.106, -0.315, -0.861], [1.168, -0.714, 1.150], [-1.404, 0.954, -0.179], [-1.018, -0.289, -0.481], [0.797, 1.431, 0.076]], "mulliken_charge": [0.37, 0.19, -0.31, 0.40, 0.28, 0.26, 0.31, 0.23, 0.35, -0.62, -0.56, -0.54, 0.02, -0.36]}



If we sort the structures by their calculated energies, the order from most to least stable is model two, model one.



Model one:
{"formula": "C3H6N4O", "method": "wB97M-V/def2-TZVPD", "e_homo_ev": -9.2, "gap_ev": 9.756, "e_lumo_ev": 0.603, "elements": ["C", "C", "C", "N", "N", "N", "N", "O", "H", "H", "H", "H", "H", "H"], "coordinates": [[-1.412, -1.890, -0.004], [-0.686, -0.717, -0.307], [-0.839, 1.390, 0.604], [3.724, -0.392, 0.054], [2.923, 0.291, -0.364], [2.302, 1.189, -0.801], [-0.283, 0.492, -0.386], [-0.327, -1.784, -0.945], [-1.162, -2.607, 0.792], [-2.400, -2.259, -0.450], [-1.473, 0.948, 1.433], [-0.033, 2.045, 0.997], [-1.597, 2.040, -0.055], [1.262, 1.255, -0.568]], "mulliken_charge": [-0.16, 0.55, -0.75, -0.46, 0.79, -0.76, -0.51, -0.40, 0.20, 0.18, 0.32, 0.25, 0.24, 0.52]}



Model two:
{"formula": "C3H6N4O", "method": "wB97M-V/def2-TZVPD", "e_homo_ev": -8.6, "gap_ev": 6.845, "e_lumo_ev": -1.792, "elements": ["C", "C", "C", "H", "H", "H", "H", "H", "H", "N", "N", "N", "N", "O"], "coordinates": [[1.894, -0.378, 0.395], [0.373, -0.334, 0.268], [-2.150, 0.000, -0.215], [3.865, -0.192, -1.209], [2.340, -0.406, 1.305], [2.130, -1.360, -0.054], [-3.215, 0.006, -0.445], [-2.011, 1.695, 0.842], [0.497, 1.818, 0.344], [-0.270, -1.384, -0.104], [-1.611, -1.114, -0.050], [-1.440, 1.306, -0.330], [-0.232, 0.931, 0.503], [2.571, 0.567, -0.452]], "mulliken_charge": [-0.45, 0.63, -0.02, 0.32, 0.33, 0.28, 0.39, 0.35, 0.34, -0.40, -0.36, -0.47, -0.33, -0.61]}



Model three:
{"formula": "C3H6N4O", "method": "wB97M-V/def2-TZVPD", "e_homo_ev": -9.2, "gap_ev": 10.051, "e_lumo_ev": 0.812, "smiles": "COc1cnnn1N", "elements": ["C", "O", "C", "C", "N", "N", "N", "N", "H", "H", "H", "H", "H", "H"], "coordinates": [[-1.823, 0.830, -1.079], [-0.582, 0.069, -1.089], [0.001, 0.045, 0.156], [-0.261, 0.572, 1.354], [0.643, 0.025, 2.276], [1.519, -0.628, 1.572], [1.122, -0.702, 0.313], [1.892, -1.441, -0.638], [-2.637, 0.215, -0.686], [-1.727, 1.820, -0.709], [-2.133, 0.946, -2.153], [-1.027, 1.285, 1.541], [2.373, -2.283, -0.048], [2.641, -0.752, -0.810]], "mulliken_charge": [-0.81, -0.39, 0.68, -0.48, -0.37, -0.56, 0.75, -0.77, 0.34, 0.34, 0.24, 0.41, 0.35, 0.28]}



Model four:
{"formula": "C3H6N4O", "method": "wB97M-V/def2-TZVPD", "e_homo_ev": [-7.4, -7.7], "gap_ev": [7.125, 7.488], "e_lumo_ev": [-0.235, -0.256], "elements": ["C", "C", "C", "N", "N", "N", "N", "O", "H", "H", "H", "H", "H", "H"], "coordinates": [[0.665, 0.877, 0.204], [-0.477, 0.035, -0.035], [3.027, 0.119, -0.385], [1.984, 0.649, 0.353], [-0.555, -1.234, 0.167], [-1.643, 0.782, -0.338], [-1.753, -1.876, -0.042], [3.935, -0.572, -0.073], [0.376, 1.912, 0.336], [2.420, 1.468, 0.782], [-1.459, 1.718, -0.662], [-2.253, 0.288, -0.974], [-1.696, -2.799, 0.371], [-2.572, -1.368, 0.297]], "mulliken_charge": [-0.21, 0.64, 0.10, -0.12, -0.35, -0.62, -0.56, -0.36, 0.23, 0.28, 0.23, 0.25, 0.26, 0.23]}



If we sort the structures by their calculated energies, the order from most to least stable is model three, model four, model one, model two.